The following is a quantum chemistry calculation of a 5-piece molecular cluster, C24H56NO15S4 overall, from OMol25.

CARTESIAN COORDINATES (ANGSTROEM)
C -5.544055 -1.682999 -0.990518
H 0.011680 3.979454 2.887252
H 5.078258 -2.340494 -3.969000
H 0.300132 0.873838 0.212322
H 7.784821 0.479221 1.185180
O -0.093028 2.695922 -4.139818
H -11.487522 1.493776 -4.187090
C 2.569784 3.609410 2.239644
H -12.665442 0.464787 -3.350688
H 0.766105 -0.894711 -0.841671
O 9.203127 -1.669085 3.589439
C -6.292547 -2.975855 3.512828
C -0.263602 1.806813 0.227384
H -0.727041 -3.255732 -1.057313
H 7.000731 -0.184651 2.654771
S 9.283098 -0.698402 2.537153
C 2.644706 1.479015 1.000472
H -11.870766 -1.578121 0.796498
H -6.205630 -3.612874 4.394294
H -7.319251 -2.616546 3.437644
C 10.603187 0.843943 4.154901
H -4.877938 -4.105799 2.317120
C -10.794662 -1.456357 0.709470
H 2.941275 1.958976 0.063940
H -4.934304 -0.859994 -1.362512
H 2.825555 -1.348869 -3.601769
S -5.080842 -1.923792 0.682305
H -10.422690 -0.688756 1.381821
C -0.911317 -2.253812 -0.662154
O 10.233918 -0.908922 1.485130
C -0.617955 -2.257892 0.843931
H 10.501672 0.038987 4.884102
C -5.918397 -3.778388 2.284541
O 9.529229 0.731079 3.194407
C 11.975491 0.857176 3.516806
H -1.229160 -1.530360 1.379141
H 2.926111 4.135267 1.348746
H 2.019875 4.316545 2.858477
O 6.175551 -0.793450 -3.306659
O -5.373492 -0.749222 1.445436
O -10.911563 -1.992979 -1.840839
C -0.909237 2.064860 -3.416954
C -11.607376 0.712272 -3.436279
H 8.556968 1.196759 -1.783063
H 4.852092 -1.992902 -2.255041
H -9.999149 1.425151 -2.163643
C 8.195318 0.455838 -2.492859
H 10.396147 1.786408 4.657990
H -6.599084 -1.423634 -1.035491
O 6.371784 -0.501157 -0.879907
H 8.275724 0.834177 -3.508256
H -5.332290 -2.593199 -1.544479
C 4.922801 -1.542368 -3.245866
C 3.709387 -0.711955 -3.581894
H -10.286671 -2.401951 0.886892
H 3.815538 -0.234540 -4.555650
H 7.417610 -1.255049 1.282390
O 5.787655 1.434285 -2.287073
H -1.719403 0.134887 -1.150928
H 3.457201 3.285190 2.789014
C 7.706012 -0.374460 1.850679
H 12.207215 -0.095372 3.044432
O -6.137946 -3.065090 1.048263
S -10.408674 -0.998237 -0.943169
O -11.310163 0.303636 -1.014073
H 8.728826 -0.482546 -2.372131
N 1.145562 1.157454 -2.388017
H -0.970625 4.465986 1.511165
C 1.729807 2.405431 1.803105
H -11.576953 2.127630 -1.804434
C 0.479196 2.894192 1.026430
O -3.769070 -2.495080 0.751617
H -1.963076 -2.014376 -0.802166
H -0.853829 -3.231564 1.281826
H 0.818646 3.626547 0.288097
O -9.035463 -0.606395 -1.024687
H -1.275810 2.932626 2.318146
H -6.548226 -4.661059 2.186836
H 0.363275 -1.694453 -2.331913
H 12.722282 1.055934 4.286677
H -5.642116 -2.113123 3.640578
H -1.216321 1.583961 0.725822
H 3.552079 1.253386 1.565764
C -11.068673 1.218320 -2.117072
S 6.492778 0.202836 -2.126949
H 2.178421 0.525840 0.752626
H 1.381805 1.880786 2.702640
O -2.122903 1.855478 -3.560173
H -1.473098 -0.298119 -2.820172
C -0.080587 -1.220696 -1.453032
H 1.616644 0.894106 -1.529740
H -11.076236 -0.175491 -3.773986
H 1.511092 2.051600 -2.701867
C -0.268910 1.332119 -2.164459
C -0.487707 3.612796 1.988614
H 0.438845 -2.060274 1.039748
H 12.037248 1.636772 2.757680
C -0.945166 -0.030746 -1.905141
O -0.543588 2.249864 -1.082250
H 3.527290 0.070567 -2.849345

Cartesian forces (eV/Å) of the 6 atoms listed first:
C 0.0 0.0 -0.1
H 0.0 0.0 -0.1
H 0.0 0.0 0.0
H 0.1 0.0 0.0
H 0.0 0.0 0.0
O -0.6 -0.1 0.6

Its electronic energy is -3724.17402 Ha. As for the net charge: -1.